No. 1
ORCA calculation (ωB97M-V/def2-TZVPD) on a gas-phase ion, C16H16F2NO6S (charge -1).

The multiplicity is 1. The HOMO energy is -0.68 eV. The value obtained for the total energy is -1723.32323 a.u. For the relative energy (zero: lowest compared OMol25 entry of this formula, charge and spin), the calculation gives 105.3 kcal per mole. The net charge is -1.

Each line ends with the Mulliken charge.
CARTESIAN COORDINATES (ANGSTROEM)
S1 -2.63781 -0.84372 3.10445  -0.784
F1 -3.47856 -3.22707 3.40348  -0.215
F2 -3.62341 -2.48746 1.29907  -0.257
O1 -0.18899 0.26974 5.78161  -0.238
O2 0.19311 1.61466 2.82339  -0.291
O3 -0.41831 -0.37408 0.65253  -0.779
O4 -2.03066 1.95663 3.19250  -0.607
O5 -2.20107 -0.75813 5.64341  -0.535
O6 -4.83139 0.56801 1.72273  -0.776
N1 -2.60987 -0.09662 1.40406  0.204
C1 0.91084 0.55001 7.86909  -1.228
C2 -1.21135 -0.27371 5.11003  0.138
C3 -0.41249 0.23764 7.22612  -0.217
C4 -2.07279 1.17541 -0.38157  0.483
C5 -2.81105 -2.56051 2.40339  0.321
C6 0.29497 2.84757 2.05664  0.335
C7 -4.21412 2.33521 -0.66741  -0.654
C8 -1.03830 1.24870 3.16186  0.096
C9 1.70297 3.32381 2.21939  -1.429
C10 -1.06762 -0.22276 3.58322  0.668
C11 -2.19748 3.09936 -1.80098  -0.603
C12 -1.43196 2.05978 -1.24169  -0.538
C13 -3.57662 3.21916 -1.53807  -0.394
C14 -1.52388 0.14568 0.56656  0.031
C15 -3.79014 0.56922 1.08644  0.579
C16 -3.42548 1.34480 -0.11116  0.206
H1 -4.15012 4.01229 -2.01097  0.365
H2 -0.74925 -0.76690 7.49333  0.327
H3 1.86679 3.72066 3.21975  0.340
H4 -0.44848 3.54020 2.45429  0.390
H5 1.87495 4.13483 1.51740  0.423
H6 0.08772 2.60892 1.00810  -0.195
H7 -1.72872 3.82074 -2.47227  0.361
H8 2.42254 2.52701 2.03250  0.314
H9 -5.27076 2.35758 -0.40510  0.430
H10 -1.82578 -2.96904 2.15655  0.254
H11 0.80091 0.49463 8.95288  0.395
H12 -0.37874 1.92380 -1.47838  0.513
H13 -1.18103 0.97913 7.48678  0.297
H14 1.27430 1.55300 7.63550  0.308
H15 -0.24558 -0.81506 3.15225  0.662
H16 1.67995 -0.17092 7.58048  0.300

No. 2
ORCA calculation (ωB97M-V/def2-TZVPD) on a molecular structure, C16H16F3LiN2O7.

The multiplicity is 2. The HOMO energy (alpha / beta) is 4.32 / 3.37 eV. The value obtained for the total energy is -1562.38689 a.u. The net charge is -3.

Each line ends with the Mulliken charge.
CARTESIAN COORDINATES (ANGSTROEM)
F1 -3.00917 1.93902 -0.11681  -0.275
F2 -3.95151 1.27589 1.75723  -0.308
F3 -3.39428 -0.18104 0.29152  -0.268
O1 1.99763 -0.97379 -1.76336  -0.834
O2 0.51114 3.13312 -5.40765  -0.791
O3 -0.44832 0.69013 0.90394  -0.849
O4 3.11161 0.40692 -2.99958  -0.909
O5 -1.63604 -0.35378 2.53296  -0.199
O6 -1.08436 2.80824 -6.74978  -0.869
O7 2.04079 1.09889 -1.32993  -0.788
N1 2.37781 -0.96295 1.44579  -0.105
N2 -0.51322 2.54170 -5.69833  0.828
C1 -0.82954 -0.35278 3.71707  -0.009
C2 4.41967 -0.59916 2.62110  -0.515
C3 3.38751 -0.12355 1.85423  -0.274
C4 2.32219 0.17753 -2.09120  0.765
C5 3.35276 -2.69179 2.81113  -0.579
C6 -1.82533 -0.99656 4.72080  -1.281
C7 -2.91238 -0.02185 -4.38599  -0.290
C8 2.31451 -2.20278 1.99735  -0.374
C9 -2.32163 -0.31873 -3.18242  -0.632
C10 -1.22253 1.62597 -4.77237  -0.335
C11 -1.21580 0.35992 -2.69256  -0.163
C12 -0.64101 1.31670 -3.51224  -0.440
C13 -1.63065 0.78862 1.63178  -0.186
C14 4.44276 -1.89822 3.03077  -0.142
C15 -2.98684 0.94040 0.88380  0.852
C16 -2.36582 1.00832 -5.16485  -0.246
Li1 1.24941 -0.15946 0.08963  0.898
H1 -0.71447 0.20311 -1.74891  0.544
H2 5.30338 -2.19595 3.61136  0.330
H3 -1.53347 1.73148 2.16999  0.081
H4 -1.90681 -2.04704 4.44161  0.259
H5 -3.83357 -0.49571 -4.69140  0.336
H6 -2.96294 1.21600 -6.04047  0.367
H7 -0.53616 0.62241 4.10572  0.349
H8 0.27120 1.77660 -3.16186  0.485
H9 3.42510 0.88438 1.46816  0.421
H10 -2.80423 -1.02550 -2.52365  0.260
H11 -1.46699 -1.03815 5.74937  0.407
H12 -2.80248 -0.51517 4.68138  0.307
H13 1.44505 -2.81059 1.79486  0.488
H14 0.04872 -0.99703 3.67595  0.014
H15 5.20703 0.10941 2.83178  0.327
H16 3.32142 -3.69327 3.21418  0.343

No. 3
ORCA calculation (ωB97M-V/def2-TZVPD) on C16H16F3N3O in the gas phase.

The multiplicity is 1. The HOMO energy is -8.62 eV. The value obtained for the total energy is -1158.33120 a.u. For the relative energy (zero: lowest compared OMol25 entry of this formula, charge and spin), the calculation gives 51.5 kcal per mole.

Each line ends with the Mulliken charge.
CARTESIAN COORDINATES (ANGSTROEM)
F1 -5.25779 -2.19096 -0.66345  -0.267
F2 -5.03886 -0.11603 -1.18644  -0.290
F3 -4.84449 -1.54857 -2.78979  -0.210
O1 1.99059 -0.30339 1.24779  -0.369
N1 2.80861 2.58049 2.91528  -0.230
N2 0.13281 -0.20486 0.02932  0.185
N3 1.09333 -2.22849 0.05106  -0.934
C1 2.15974 3.39584 0.58973  -0.622
C2 0.00948 0.99499 0.82415  -1.129
C3 -2.49795 -3.03300 -1.18837  -0.895
C4 2.54068 1.86478 0.39861  -0.197
C5 4.05984 1.94006 2.38346  -0.617
C6 3.99046 1.76913 0.88463  -1.083
C7 1.17892 -0.97230 0.46205  0.209
C8 -0.21555 -2.30733 -0.55683  0.217
C9 1.53370 1.02841 1.33470  1.562
C10 1.73953 1.59763 2.80723  -1.598
C11 -0.81372 -0.99028 -0.56746  0.640
C12 -3.02323 -1.69591 -1.27442  0.037
C13 -1.15967 -3.30434 -0.84463  -0.627
C14 -2.10776 -0.64545 -0.98100  -0.659
C15 2.38815 3.80380 2.08905  -0.656
C16 -4.52352 -1.38493 -1.53831  0.875
H1 -3.06173 -3.85636 -1.30122  0.534
H2 0.78274 2.22275 3.09784  0.276
H3 1.15113 3.50167 0.63982  0.306
H4 4.24694 0.87137 2.76974  0.329
H5 -0.75338 0.80489 1.56781  0.451
H6 -2.39638 0.36428 -0.84091  0.516
H7 3.20353 4.62934 2.04015  0.243
H8 4.87687 2.61778 2.48394  0.386
H9 4.60179 2.46976 0.32380  0.512
H10 4.41646 0.84023 0.60927  0.398
H11 -0.81229 -4.26000 -0.52724  0.393
H12 1.40962 4.23523 2.43664  0.372
H13 -0.23106 1.85988 0.29241  0.513
H14 2.44171 1.44726 -0.62985  0.493
H15 2.74690 4.11247 -0.10097  0.379
H16 1.87175 0.72807 3.35029  0.559

| no. | maximum force (eV Å⁻¹) |
| --- | --- |
| 1 | 4.46 |
| 2 | 6.71 |
| 3 | 4.40 |